57
Properties=species:S:1:pos:R:3:forces:R:3:nbo_charge:R:1 method="wB97M-V/def2-TZVPD" gap_ev=4.23 lumo_energy_ev=-11.9887 total_charge=+3 relative_energy_kj_mol=53.98 homo_ev=-16.2224
W 0.15802 -0.24308 0.91851 -0.0608 -0.2941 -0.6154 2.34
O -2.56664 -0.28708 -3.93201 0.0365 -0.1308 0.1162 -0.61
C -2.65259 -1.50126 -3.39177 -0.0251 0.0709 -0.1468 0.42
C -3.22523 -2.49371 -4.18664 -0.0083 -0.0537 0.0443 -0.27
C -3.35196 -3.77038 -3.70050 -0.0299 -0.0761 -0.0331 -0.07
C -2.91541 -4.12109 -2.40456 -0.0191 0.0089 -0.0522 -0.21
C -2.35414 -3.17012 -1.61161 0.0068 0.0356 0.0096 -0.16
C -2.20104 -1.83463 -2.08297 -0.1697 -0.0224 0.0551 -0.22
C -1.61052 -0.85277 -1.26746 0.1455 0.0849 0.1667 0.56
O -1.12973 -1.21360 -0.01903 0.0200 -0.1056 -0.3668 -0.62
N -1.37473 0.39604 -1.56661 0.0130 0.0181 -0.0507 -0.39
N -0.72394 1.01407 -0.53861 0.1987 0.1076 0.0928 -0.37
C -0.63975 2.32861 -0.61766 -0.1138 0.0665 -0.0676 0.23
C -0.07615 3.18284 0.35490 -0.0621 0.0573 -0.1937 -0.22
C 0.05782 4.56358 0.10887 0.0069 0.0670 0.0098 -0.09
C 0.55473 5.38288 1.09658 -0.0027 -0.0402 0.0135 -0.18
C 0.90310 4.85116 2.34621 0.0029 0.0294 0.0231 -0.07
C 0.76152 3.49829 2.62964 -0.0296 0.1229 0.0064 -0.27
C 0.28240 2.69421 1.62109 -0.2059 -0.2420 0.1562 0.39
O 0.10412 1.35555 1.81167 0.2568 0.3751 0.2960 -0.63
H -2.18181 0.35113 -3.31598 0.0015 0.0966 0.0096 0.50
H -3.56414 -2.22398 -5.17737 0.0042 -0.0014 0.0063 0.27
H -3.79958 -4.52802 -4.33126 0.0068 -0.0019 0.0191 0.25
H -3.02602 -5.13645 -2.05272 -0.0063 0.0037 -0.0069 0.25
H -2.01523 -3.42782 -0.61780 0.0153 0.0310 0.0073 0.22
H -1.08768 2.76427 -1.50701 0.0092 0.0273 0.0127 0.26
H -0.23092 4.96829 -0.85364 0.0085 -0.0104 0.0129 0.26
H 0.66504 6.44311 0.91446 0.0051 -0.0044 0.0183 0.27
H 1.28065 5.51089 3.11728 -0.0034 0.0032 -0.0136 0.27
H 1.00123 3.09081 3.60212 0.0183 0.0040 -0.0067 0.26
O 0.61654 -4.10252 1.22634 0.1487 -0.0509 -0.0516 -0.38
C 0.45496 -2.99906 1.58200 0.0762 0.1995 -0.0213 0.76
O 1.09266 -1.87884 1.00609 -0.2699 -0.3664 0.0868 -0.69
C -0.44337 -2.51102 2.67036 -0.0529 0.1563 0.0965 0.09
C -1.00388 -3.32729 3.61300 -0.0624 -0.0493 0.0840 -0.15
C -1.82619 -2.74307 4.57956 0.0085 -0.0718 0.0125 -0.05
C -2.05039 -1.37519 4.55333 -0.0492 0.0580 0.0518 -0.20
C -1.46240 -0.60558 3.56788 0.0047 -0.1062 -0.0221 0.11
N -0.66839 -1.17172 2.64270 0.1637 -0.0216 -0.0252 -0.51
H -0.79417 -4.38916 3.59057 -0.0093 0.0026 0.0129 0.29
H -2.28228 -3.35614 5.34679 0.0014 0.0028 -0.0045 0.28
H -2.67882 -0.89545 5.29102 -0.0031 -0.0109 0.0042 0.28
H -1.61634 0.46186 3.50460 0.0045 0.0374 -0.0034 0.24
C 3.43789 1.09081 -3.45343 0.0156 -0.0370 0.1164 -0.65
C 3.32809 0.89082 -1.96571 -0.0243 0.0258 -0.2378 0.01
C 4.42423 1.01410 -1.11127 0.1413 0.0208 0.0595 -0.06
C 4.29983 0.80455 0.25529 0.0346 0.0026 -0.1028 -0.22
C 3.06108 0.46999 0.74228 0.0216 -0.0300 -0.1682 0.14
Br 2.79851 0.08082 2.55645 0.0802 0.0898 0.2114 0.28
N 1.97954 0.36938 -0.05392 -0.2163 0.0246 0.3327 -0.55
C 2.11540 0.57429 -1.38805 0.0160 -0.1671 0.0537 0.06
H 4.47726 1.05864 -3.77179 -0.0001 -0.0059 0.0049 0.26
H 3.03042 2.05999 -3.74452 -0.0019 0.0080 0.0140 0.26
H 2.89256 0.31678 -3.99221 -0.0103 0.0115 -0.0047 0.25
H 5.39737 1.25999 -1.52047 -0.0125 0.0055 -0.0005 0.27
H 5.14805 0.87701 0.92201 -0.0008 0.0044 -0.0048 0.28
H 1.23039 0.43426 -1.99502 -0.0234 0.0409 -0.0169 0.23

---

60
Properties=species:S:1:pos:R:3:forces:R:3:nbo_charge:R:1 method="wB97M-V/def2-TZVPD" gap_ev=4.49 lumo_energy_ev=3.7939 total_charge=-2 relative_energy_kj_mol=66.65 homo_ev=-0.6923
C 5.36246 3.04336 0.00065 0.3614 0.3257 -0.1800 -0.62
C 4.56402 1.79791 0.29253 -0.7137 0.4167 -0.2424 -0.07
O 3.19859 2.05083 -0.11721 1.6912 0.4761 0.0813 -0.54
C 2.48546 0.90375 -0.17610 -4.0851 0.0985 0.3489 0.66
C 1.04077 1.09433 -0.29750 4.2917 3.1505 0.3373 -0.33
O 0.22808 0.06550 -0.41202 -2.1690 -3.4840 -0.3523 -0.57
C 0.57369 -1.10752 -1.25364 -0.3586 1.7218 0.7059 -0.25
S 0.35371 2.79228 -0.22879 0.5943 -3.7360 -0.6354 2.11
C -1.39357 2.36556 -0.06339 0.0020 0.1698 -0.2162 -0.20
C -2.28706 2.62503 -1.10616 -0.0418 -0.2738 0.2489 -0.24
C -3.60347 2.15966 -1.00122 0.2986 0.1388 0.1442 -0.23
C -4.00613 1.47945 0.14931 -0.0399 -0.0871 0.0393 -0.22
C -3.10926 1.24078 1.19565 0.1989 0.2071 -0.1496 -0.22
C -1.78858 1.67834 1.08091 -0.3459 0.0942 0.0348 -0.19
O 0.77654 3.45290 0.98508 -0.0798 0.6929 -0.1210 -0.96
O 0.51194 3.42704 -1.52263 -0.2534 1.1241 0.0686 -0.98
O 3.02688 -0.19845 -0.08810 0.6371 -0.6121 -0.1017 -0.76
H 6.34808 2.97081 0.47828 -0.1074 0.0204 -0.0071 0.19
H 5.54329 3.13720 -1.08072 -0.1874 0.0967 0.2631 0.20
H 4.86975 3.95746 0.36226 0.0598 -0.3172 -0.0935 0.21
H 4.95100 0.94650 -0.27425 -0.0288 0.0705 0.2859 0.20
H 4.56266 1.55902 1.36391 0.0725 -0.0662 -0.1586 0.17
H -0.15726 -1.85856 -0.94816 0.0698 0.0539 -0.1940 0.17
H 0.44779 -0.82355 -2.30645 0.1010 -0.1470 0.0254 0.15
H 1.59474 -1.41587 -1.01849 -0.2211 0.0151 -0.1662 0.23
H -1.94839 3.15866 -1.99502 0.0312 -0.1885 0.2805 0.23
H -4.29883 2.32765 -1.82787 0.1454 -0.0550 0.3108 0.20
H -5.03108 1.11355 0.22906 0.2372 0.0781 -0.0190 0.20
H -3.41575 0.70580 2.09529 0.0133 0.1013 -0.3103 0.23
H -1.06913 1.49146 1.87844 -0.1228 -0.0013 -0.2653 0.24
O 1.36355 -2.77736 1.44946 -1.4876 -0.9755 -0.1477 -0.49
C 0.38242 -3.37619 1.54757 2.4532 1.2798 0.3963 0.54
Co -1.09150 -4.23372 1.99988 -3.1697 -0.1906 -0.9355 -0.05
C -2.28727 -2.93524 1.90700 -1.7450 2.7606 -0.5818 0.55
O -3.01090 -2.02529 1.90364 1.4011 -2.0844 0.1829 -0.52
C -1.43915 -5.20974 0.50654 -0.4239 -1.7517 -0.7123 0.50
O -1.61949 -5.83964 -0.44255 0.2775 0.9078 0.8206 -0.54
C -0.53732 -5.32443 3.42924 3.4299 -0.1149 0.4570 -0.49
C -0.71741 -4.02710 3.85718 -0.0714 -2.2450 0.8111 -0.06
C -0.36510 -2.87674 4.46492 -0.1750 0.4108 0.8752 -0.35
C -1.26166 -1.87655 5.02528 0.1532 0.5230 -0.5895 -0.05
C -0.76540 -0.55170 5.06108 -0.4432 -0.0410 0.3632 -0.20
C -1.52379 0.48794 5.57793 -0.0437 -0.2926 0.0566 -0.22
C -2.80469 0.22732 6.08396 -0.1243 0.0435 0.0730 -0.26
C -3.31733 -1.07596 6.06189 0.4098 0.0896 -0.1803 -0.23
C -2.55576 -2.12568 5.52826 -0.0460 0.1780 0.1595 -0.17
Co -2.17844 -6.05081 4.20334 -0.3207 1.7089 -0.7147 -0.09
C -2.39649 -7.29281 3.02822 0.1463 -1.5341 -1.9485 0.46
O -2.52456 -8.10842 2.21077 0.0199 0.6510 0.9475 -0.58
C -3.78844 -5.33191 4.34325 -1.3878 0.6953 0.6345 0.45
O -4.83745 -4.84806 4.42481 0.8942 -0.4861 -0.1987 -0.56
C -1.61103 -6.67278 5.73697 0.6668 1.1056 0.4244 0.49
O -1.17022 -7.00019 6.75139 -0.2947 -0.4260 -0.2596 -0.57
H 0.37843 -5.93734 3.43804 -0.4872 0.3004 0.1141 0.20
H 0.68751 -2.56262 4.40789 -0.1787 -0.5093 0.4914 0.22
H 0.23465 -0.36920 4.68151 -0.0739 0.0607 -0.0253 0.21
H -1.10548 1.49391 5.59835 -0.1820 -0.1647 -0.0199 0.21
H -3.39375 1.04698 6.50953 0.1695 -0.3232 -0.1642 0.19
H -4.31108 -1.27094 6.47869 0.3585 0.0066 -0.2039 0.20
H -2.94775 -3.14551 5.54513 0.2245 0.3337 -0.0874 0.21

---

60
Properties=species:S:1:pos:R:3:forces:R:3:nbo_charge:R:1 method="wB97M-V/def2-TZVPD" multiplicity=2 gap_ev="6.63 / 5.93" lumo_energy_ev="-4.1835 / -5.0504" total_charge=+1 relative_energy_kj_mol=93.80 homo_ev="-10.8161 / -10.9847"
Au 0.17621 -0.25583 -0.16272 0.2482 -0.3018 -0.1191 0.89
S -0.88354 -0.07644 1.81947 -0.1905 -0.0151 0.0102 0.00
C -0.48274 1.56035 2.28978 0.1934 0.0073 -0.1042 -0.24
C -1.35628 2.22171 3.14603 0.0824 0.0290 0.0241 -0.10
C -1.08672 3.51921 3.54518 -0.0314 -0.0936 -0.0274 -0.15
C -2.03175 4.20048 4.38094 0.0681 0.1229 0.0426 0.25
N -2.79515 4.75365 5.03643 -0.0622 -0.0387 -0.0035 -0.25
C 0.07152 4.16223 3.07870 0.0109 -0.0050 -0.0309 -0.11
C 0.92790 3.51119 2.20649 -0.0150 -0.0084 0.0116 -0.17
C 0.66519 2.20393 1.79463 -0.1250 -0.1161 -0.0102 -0.19
S 1.74317 1.43604 0.64547 -0.0870 0.1644 0.1035 -0.05
C 0.36162 5.51326 3.46570 -0.0119 0.0345 0.0732 0.26
N 0.60230 6.59170 3.77681 0.0109 0.0187 -0.0279 -0.24
H -2.26266 1.73431 3.48146 0.0004 -0.0106 -0.0035 0.24
H 1.79808 4.03308 1.83247 0.0075 -0.0063 -0.0140 0.25
O -0.61473 -2.55926 -0.49263 0.0735 -0.0233 -0.0086 -0.66
N -0.02760 -3.63124 -0.00219 -0.0758 0.0266 -0.0287 0.07
C -0.37792 -4.83246 -0.50383 0.0403 -0.0065 0.0202 0.01
C 0.19360 -5.98897 -0.02294 -0.0094 0.0240 -0.0100 -0.20
C 1.13942 -5.92045 0.98861 -0.0016 -0.0221 0.0006 -0.17
C 1.48164 -4.67686 1.49154 -0.0085 0.0218 -0.0067 -0.21
C 0.88412 -3.54282 0.98336 0.0132 -0.0370 0.0245 0.01
H -1.12074 -4.78862 -1.28475 -0.0003 -0.0089 0.0018 0.24
H -0.11126 -6.93386 -0.44838 0.0031 -0.0070 0.0037 0.25
H 1.59637 -6.81865 1.37784 0.0060 -0.0015 0.0028 0.24
H 2.20835 -4.56694 2.28307 0.0047 -0.0059 0.0039 0.25
H 1.08945 -2.54476 1.34050 -0.0056 0.0117 -0.0031 0.23
N 3.42812 0.10942 -4.40383 -0.0572 0.0070 0.0238 -0.58
N 2.30531 -0.25252 -3.69150 -0.0141 -0.0168 0.0440 0.20
N 1.37383 -1.02399 -4.20949 0.0150 0.0039 -0.0019 -0.25
C 0.57096 -1.20004 -3.17359 0.0353 -0.2728 0.0698 0.17
N 1.04092 -0.56434 -2.09452 0.0109 0.2792 -0.1679 -0.40
N 2.15760 0.05265 -2.44910 0.0513 -0.0424 0.0032 -0.03
H 3.17000 0.12185 -5.38473 0.0472 0.0399 0.0109 0.40
H 3.72790 1.02226 -4.07761 0.0229 -0.0125 -0.0529 0.40
H -0.32710 -1.79455 -3.18451 0.0081 0.0185 0.0020 0.26
Ge -1.88479 1.03532 -1.00479 -0.3645 0.2839 0.0415 1.18
C -2.32153 -0.06439 -2.52674 -0.0146 -0.0734 0.0755 -0.51
C -2.04663 0.45935 -3.78988 -0.0318 0.0486 -0.0398 -0.22
C -2.34421 -0.27033 -4.93239 0.0054 -0.0014 0.0084 -0.20
C -2.90603 -1.53360 -4.81639 0.0017 -0.0057 -0.0046 -0.19
C -3.17810 -2.06395 -3.56062 0.0049 -0.0357 -0.0263 -0.23
C -2.88533 -1.33512 -2.41880 -0.0237 0.0063 0.0834 -0.14
C -3.24945 1.54445 0.25108 0.0000 0.0456 -0.0702 -0.50
C -4.15002 0.64592 0.82509 0.0171 -0.0621 -0.0332 -0.14
C -5.12285 1.09950 1.69732 0.0060 0.0131 0.0175 -0.22
C -5.20158 2.45304 2.01359 -0.0060 0.0057 0.0021 -0.18
C -4.31206 3.35245 1.45040 -0.0096 -0.0128 -0.0020 -0.20
C -3.33764 2.89801 0.56906 0.0567 0.0557 0.0146 -0.21
H -1.13917 2.28127 -1.50114 0.1041 -0.0304 0.0982 -0.13
H -1.60185 1.44334 -3.89197 -0.0041 0.0060 0.0168 0.22
H -2.13867 0.14601 -5.90947 0.0045 0.0012 -0.0016 0.23
H -3.13697 -2.10561 -5.70523 -0.0037 0.0002 -0.0032 0.23
H -3.62478 -3.04599 -3.47497 0.0043 -0.0032 0.0050 0.23
H -3.07814 -1.76832 -1.44500 0.0005 0.0040 -0.0075 0.22
H -4.08473 -0.41367 0.60747 -0.0087 0.0007 -0.0191 0.21
H -5.82117 0.40082 2.13840 0.0007 -0.0091 -0.0024 0.23
H -5.95888 2.80222 2.70275 0.0027 0.0060 0.0058 0.23
H -4.36776 4.40356 1.70025 -0.0005 0.0068 0.0014 0.23
H -2.64044 3.61035 0.14139 0.0008 -0.0075 -0.0162 0.22

---

60
Properties=species:S:1:pos:R:3:forces:R:3:nbo_charge:R:1 method="wB97M-V/def2-TZVPD" multiplicity=4 gap_ev="6.97 / 5.21" lumo_energy_ev="-3.0125 / -6.1057" total_charge=+1 homo_ev="-9.9778 / -11.3140"
Au -1.09423 0.73958 -1.08747 -0.3613 0.3743 -0.0830 0.91
S -2.01054 1.83945 0.93670 -0.1253 -0.3152 -0.0814 0.22
C -3.39267 0.84574 1.09435 0.3249 0.2961 -0.1137 -0.26
C -3.91964 0.66882 2.38729 -0.2515 -0.0848 0.2301 -0.14
C -5.02645 -0.11899 2.58719 0.1195 0.0824 -0.1348 -0.08
C -5.48335 -0.39205 3.91436 -0.0817 -0.0565 0.2418 0.24
N -5.82381 -0.64435 4.98207 0.0262 0.0646 -0.0610 -0.23
C -5.69357 -0.69132 1.46931 0.2568 0.1766 -0.1926 -0.07
C -5.20566 -0.49787 0.19221 -0.0869 -0.0307 0.1992 -0.19
C -4.02695 0.22774 -0.02121 0.1021 0.0226 -0.2603 -0.14
S -3.44380 0.38711 -1.64027 0.3616 -0.1370 0.1860 -0.05
C -6.86409 -1.48760 1.66482 -0.1726 -0.1468 0.0516 0.23
N -7.79743 -2.13944 1.81768 0.0345 0.0408 -0.0270 -0.20
H -3.42634 1.13288 3.23134 0.0289 -0.0439 -0.0040 0.26
H -5.71887 -0.93457 -0.65324 -0.0016 -0.0453 0.0244 0.25
O 1.08545 1.38930 -0.79081 0.0306 0.0603 0.2425 -0.66
N 1.69475 2.39491 -1.39083 -0.0482 0.2429 -0.2395 0.08
C 1.07889 3.58002 -1.56091 -0.0580 0.0195 0.0240 0.01
C 1.71988 4.62376 -2.18957 0.1076 0.0376 -0.0509 -0.21
C 3.01920 4.45900 -2.64673 -0.0536 -0.1014 0.0461 -0.16
C 3.63904 3.23475 -2.44507 -0.0287 0.1248 -0.0274 -0.20
C 2.95715 2.21463 -1.81893 0.0946 -0.1449 0.0217 0.02
H 0.07410 3.64661 -1.17093 -0.0102 -0.0830 0.0028 0.23
H 1.19965 5.56248 -2.31372 -0.0373 -0.0263 0.0170 0.25
H 3.53430 5.26580 -3.14778 0.0119 0.0056 0.0170 0.24
H 4.65378 3.06075 -2.77238 -0.0045 -0.0335 0.0073 0.25
H 3.37153 1.23563 -1.62492 -0.0875 -0.0357 0.0067 0.25
N 2.12202 -1.48094 -4.93288 0.6905 -0.1042 0.1231 -0.60
N 1.00706 -1.26948 -4.18386 -0.4549 0.1112 0.1171 0.19
N 0.15743 -2.23684 -3.91832 0.1316 -0.0775 -0.1257 -0.25
C -0.70103 -1.62380 -3.12349 -0.0063 0.1886 -0.1151 0.14
N -0.36193 -0.33832 -2.95205 -0.1880 -0.1648 0.1556 -0.37
N 0.74842 -0.12664 -3.62704 0.1768 -0.0754 -0.0568 -0.05
H 2.04695 -2.35426 -5.43138 -0.1473 -0.0346 -0.0822 0.41
H 2.35280 -0.68578 -5.50842 -0.1929 0.0868 -0.0856 0.40
H -1.57001 -2.08857 -2.68952 0.0273 0.0060 0.0214 0.25
Ge 0.12578 -1.13902 0.43084 0.4406 -0.8112 0.9103 0.87
C 1.98569 -1.62782 0.01712 -0.4951 0.3134 -0.1897 -0.44
C 2.21612 -2.82668 -0.65423 -0.0113 0.0724 -0.0025 -0.22
C 3.51213 -3.22685 -0.95149 -0.0102 -0.0558 -0.0314 -0.20
C 4.58528 -2.42733 -0.58707 -0.0038 -0.0542 -0.0312 -0.20
C 4.36253 -1.22950 0.08066 -0.0037 0.0723 0.0317 -0.24
C 3.06810 -0.82726 0.37494 0.0574 -0.0140 0.0396 -0.15
C -0.08229 -0.51664 2.28789 -0.0162 0.0585 -0.6397 -0.45
C 0.52127 0.65156 2.75313 0.0209 0.0182 0.0448 -0.22
C 0.38264 1.02789 4.08181 0.0093 0.0607 -0.0215 -0.21
C -0.37702 0.25147 4.94596 -0.0069 -0.0039 0.0310 -0.20
C -1.00399 -0.89852 4.48210 -0.0631 -0.0503 -0.0387 -0.21
C -0.86465 -1.27738 3.15388 -0.0250 0.0468 0.0410 -0.17
H -0.60822 -2.51168 0.42316 -0.1510 0.1758 -0.2301 -0.15
H 1.37912 -3.45844 -0.93129 0.0356 -0.0398 -0.0080 0.22
H 3.67840 -4.16963 -1.45706 0.0333 0.0183 -0.0053 0.22
H 5.59541 -2.74313 -0.81319 -0.0005 0.0069 0.0073 0.22
H 5.20086 -0.61255 0.38090 0.0012 -0.0187 0.0061 0.22
H 2.89977 0.10292 0.90469 0.0327 0.0012 -0.0182 0.20
H 1.09788 1.26940 2.07245 0.0149 -0.0030 0.0311 0.21
H 0.86217 1.92995 4.44025 -0.0036 -0.0149 0.0161 0.22
H -0.48165 0.53985 5.98375 -0.0060 0.0121 -0.0067 0.23
H -1.60110 -1.50467 5.15155 0.0134 0.0250 0.0295 0.23
H -1.35625 -2.17410 2.79364 0.0098 -0.0150 0.0402 0.21